Record 1
Formula: C24H32N2O4S
Source: the OMol25 dataset
Level of theory: the ωB97M-V functional and the def2-TZVPD basis

## Properties
**SMILES string**: C/C=C/C(C)=C/[C@@]1(C)SC(=O)C(C)=C1O.CNC(=O)[C@H](Cc1ccccc1)NC(C)=O
**E**: -1742.39215 hartree
**M**: 444.597 u
**HOMO energy**: -8.23 eV

```
! wB97M-V def2-TZVPD RIJCOSX def2/J DEFGRID3
* xyz 0 1
O -4.683 0.524 -1.119
O 1.055 0.495 5.439
O -0.494 1.560 0.701
O -2.943 -0.964 -5.243
S -2.118 0.169 -1.481
C -3.809 0.193 -1.909
C 0.158 -0.197 4.973
C -0.389 1.581 1.916
C 1.280 1.930 -4.303
C 2.561 2.391 -4.076
C 0.567 1.001 -3.411
C -4.067 -0.242 -3.263
C -0.683 0.558 -3.832
C -2.913 -0.549 -3.936
C 3.385 -3.582 3.731
C 3.697 -2.234 3.977
C 2.382 -3.911 2.803
C 3.007 -1.216 3.296
C 1.687 -2.892 2.126
C 1.994 -1.539 2.373
N -1.109 2.481 2.596
N -0.193 -0.182 3.687
C -0.638 -1.110 5.872
C 3.245 3.342 -5.018
C 1.216 0.604 -2.100
C -5.465 -0.337 -3.824
C -1.082 2.772 4.029
C -0.980 -1.818 -3.037
C -1.620 -0.426 -3.147
C 1.203 -0.437 1.685
C 0.520 0.564 2.641
H -2.044 -1.143 -5.561
H 0.771 2.277 -5.198
H 3.114 2.073 -3.197
H -1.042 0.969 -4.771
H 3.916 -4.364 4.255
H 4.462 -1.978 4.696
H 2.143 -4.948 2.612
H 3.240 -0.181 3.506
H 0.912 -3.152 1.420
H -1.710 3.047 2.015
H -0.948 -0.779 3.397
H -1.690 -0.835 5.828
H -0.505 -2.138 5.543
H -0.273 -1.004 6.893
H 2.597 3.602 -5.860
H 4.158 2.886 -5.412
H 3.513 4.262 -4.491
H 1.490 1.502 -1.538
H 2.120 0.017 -2.290
H 0.563 0.017 -1.457
H -6.070 -1.018 -3.218
H -5.938 0.650 -3.814
H -5.460 -0.705 -4.855
H -0.060 2.723 4.413
H -1.472 3.776 4.206
H -1.703 2.055 4.568
H -1.713 -2.539 -2.663
H -0.627 -2.156 -4.016
H -0.132 -1.818 -2.350
H 0.434 -0.897 1.062
H 1.875 0.112 1.025
H 1.309 1.154 3.108
*
```


Record 2
Formula: C24H32N2O5
Source: the OMol25 dataset
Level of theory: the ωB97M-V functional and the def2-TZVPD basis

## Properties
**SMILES string**: COc1ccc([C@H](CNC(=O)Cc2cc(OC)c(OC)c(OC)c2)N2CCCC2)cc1
**E**: -1419.41100 hartree
**M**: 428.529 u
**HOMO energy**: -8.04 eV

```
! wB97M-V def2-TZVPD RIJCOSX def2/J DEFGRID3
* xyz 0 1
C 0.516 3.872 3.078
H 0.452 4.655 3.832
H 0.471 2.893 3.565
H 1.466 3.962 2.543
O -0.580 4.081 2.218
C -0.766 3.209 1.189
C 0.028 2.095 0.944
C -0.267 1.258 -0.119
C -1.335 1.515 -0.966
C -2.115 2.641 -0.724
C -1.840 3.476 0.338
H -2.445 4.348 0.532
H -2.949 2.866 -1.375
C -1.686 0.553 -2.080
N -0.474 -0.126 -2.529
C 0.431 0.792 -3.210
H 1.445 0.394 -3.107
C 0.022 0.810 -4.701
H -0.584 1.688 -4.923
H 0.900 0.838 -5.344
C -0.785 -0.485 -4.882
H -1.832 -0.268 -5.094
H -0.400 -1.109 -5.686
C -0.651 -1.182 -3.515
H 0.267 -1.780 -3.501
H -1.479 -1.842 -3.279
H 0.403 1.780 -2.753
C -2.744 -0.424 -1.524
N -2.213 -1.260 -0.481
C -2.034 -2.588 -0.621
O -2.451 -3.228 -1.564
C -1.303 -3.233 0.559
C -0.148 -2.389 1.011
C 0.991 -2.321 0.228
C 2.056 -1.493 0.569
C 1.966 -0.694 1.718
C 0.810 -0.776 2.516
C -0.234 -1.617 2.162
H -1.122 -1.674 2.770
O 0.805 0.046 3.607
C -0.305 0.004 4.467
H -0.075 0.693 5.279
H -1.221 0.333 3.963
H -0.459 -0.997 4.882
O 2.912 0.180 2.180
C 3.810 0.785 1.277
H 3.293 1.182 0.399
H 4.589 0.092 0.951
H 4.264 1.605 1.833
O 3.204 -1.415 -0.176
C 3.246 -2.084 -1.412
H 4.198 -1.805 -1.861
H 2.427 -1.768 -2.067
H 3.214 -3.171 -1.286
H 1.035 -2.926 -0.662
H -0.970 -4.219 0.234
H -2.026 -3.365 1.367
H -1.730 -0.784 0.267
H -3.573 0.173 -1.127
H -3.135 -1.083 -2.301
H -2.174 1.115 -2.897
H 0.351 0.395 -0.305
H 0.868 1.864 1.577
*
```


Record 3
Formula: C24H32N3O11P
Source: the OMol25 dataset
Level of theory: the ωB97M-V functional and the def2-TZVPD basis

## Properties
**SMILES string**: CN(C)C(=O)C[C@]1(P(O)O)OC(=O)O[C@]1(C)CCCCO.O=[N+]([O-])c1ccccc1.O=[N+]([O-])c1ccccc1
**E**: -2266.66013 hartree
**M**: 569.504 u
**HOMO energy**: -8.63 eV

```
! wB97M-V def2-TZVPD RIJCOSX def2/J DEFGRID3
* xyz 0 1
C -2.053 -2.415 3.005
N -2.097 -2.002 1.548
C -3.238 -2.821 0.977
C -2.373 -0.558 1.405
O -3.451 -0.107 1.912
C -1.428 0.511 0.692
C -0.273 1.127 1.619
P -0.685 1.791 3.357
O -1.736 0.747 4.205
O -1.519 3.284 3.068
O 0.166 2.364 0.946
C 1.398 2.628 1.683
O 1.877 3.739 1.985
O 1.977 1.356 2.072
C 1.131 0.337 1.429
C 1.206 -1.175 1.948
C 1.753 0.236 -0.055
C 3.352 0.543 -0.093
C 4.011 0.193 -1.524
C 5.633 0.070 -1.442
O 6.071 -1.275 -1.074
H -2.647 -3.382 3.199
H -2.481 -1.628 3.712
H -0.969 -2.631 3.340
H -4.142 -2.873 1.682
H -2.931 -3.904 0.763
H -3.516 -2.336 -0.021
H -2.090 1.350 0.257
H -0.950 0.003 -0.229
H -1.719 0.937 5.172
H -0.983 4.027 3.444
H 0.990 -1.317 3.059
H 2.257 -1.575 1.674
H 0.483 -1.786 1.283
H 1.543 -0.843 -0.421
H 1.274 0.924 -0.829
H 3.484 1.683 0.041
H 3.865 0.018 0.782
H 3.824 1.064 -2.265
H 3.555 -0.797 -1.881
H 6.040 0.301 -2.492
H 6.059 0.867 -0.736
H 5.366 -1.685 -0.519
C -9.148 -3.555 -0.936
C -8.216 -2.956 -0.093
C -7.016 -3.600 0.188
C -6.757 -4.844 -0.386
C -7.689 -5.452 -1.225
C -8.887 -4.802 -1.498
N -5.483 -5.514 -0.114
O -4.696 -4.959 0.643
O -5.276 -6.587 -0.660
H -10.081 -3.047 -1.157
H -8.425 -1.985 0.344
H -6.298 -3.123 0.847
H -7.496 -6.421 -1.672
H -9.619 -5.265 -2.152
C 6.711 6.295 -2.298
C 5.524 6.044 -1.616
C 4.739 4.950 -1.963
C 5.156 4.110 -2.994
C 6.340 4.360 -3.686
C 7.116 5.458 -3.334
N 4.346 2.942 -3.346
O 3.302 2.764 -2.728
O 4.757 2.207 -4.232
H 7.324 7.147 -2.021
H 5.212 6.701 -0.811
H 3.816 4.766 -1.423
H 6.668 3.713 -4.493
H 8.041 5.660 -3.864
*
```


Record 4
Formula: C24H32N3O5
Source: the OMol25 dataset
Level of theory: the ωB97M-V functional and the def2-TZVPD basis

## Properties
**E**: -1474.06422 hartree
**M**: 442.536 u
**HOMO energy**: -1.75 eV

```
! wB97M-V def2-TZVPD RIJCOSX def2/J DEFGRID3
* xyz -1 1
C 3.445 0.736 1.565
C 4.418 1.100 2.718
O 4.761 0.013 3.545
C 5.460 -0.995 2.853
C 4.687 -2.355 2.947
O 3.376 -2.098 3.314
C 2.513 -3.182 2.908
C 2.150 -3.073 1.422
O 1.816 -4.461 0.984
C 0.890 -2.254 1.193
O 0.206 -1.823 2.431
C -0.917 -1.204 2.189
C -2.100 -1.523 3.084
O -1.068 -0.415 1.320
H 3.291 -0.340 1.474
H 3.908 1.067 0.627
H 2.509 1.286 1.631
H 3.880 1.807 3.357
H 5.290 1.649 2.339
H 6.437 -1.169 3.323
H 5.658 -0.730 1.811
H 5.193 -3.011 3.679
H 4.732 -2.887 1.988
H 3.107 -4.105 3.007
H 1.667 -3.292 3.602
H 2.677 -4.883 0.935
H 0.215 -2.874 0.581
H 1.142 -1.396 0.577
H -2.126 -2.577 3.357
H -3.001 -1.203 2.572
H -2.003 -0.943 4.005
N -4.952 -1.770 -2.265
C -5.110 -0.469 -2.513
C -4.392 0.530 -1.874
C -3.458 0.160 -0.919
C -3.278 -1.184 -0.644
C -4.046 -2.104 -1.343
H -5.856 -0.227 -3.265
H -4.561 1.570 -2.119
H -2.874 0.906 -0.394
H -2.561 -1.507 0.091
H -3.935 -3.168 -1.163
N 5.564 4.404 1.675
C 5.088 4.699 2.883
C 4.427 5.881 3.182
C 4.256 6.811 2.171
C 4.746 6.523 0.908
C 5.388 5.310 0.715
H 5.247 3.942 3.644
H 4.058 6.067 4.182
H 3.746 7.747 2.364
H 4.633 7.222 0.090
H 5.785 5.039 -0.258
N -7.504 -0.492 -5.458
C -6.796 -1.597 -5.709
C -6.577 -2.095 -6.985
C -7.123 -1.415 -8.060
C -7.861 -0.268 -7.821
C -8.018 0.147 -6.508
H -6.389 -2.099 -4.837
H -5.993 -2.994 -7.130
H -6.974 -1.773 -9.072
H -8.304 0.293 -8.632
H -8.586 1.042 -6.274
*
```


What frontier orbital gap values result from the calculations? In sequence: 8.664; 8.732; 7.853; 3.982 eV.